A 2-piece molecular cluster, C5H14S overall at a distorted geometry. Source: OMol25; level of theory: ωB97M-V/def2-TZVPD.

As for the calculated total energy: -597.05348 Eh. The spin multiplicity is 1. Its frontier orbital gap is 0.347 Eh. The LUMO energy is 0.95 eV. The energy relative to the best compared isomer or geometry (same formula, charge and spin) is 0.648 eV.

Each line ends with the Löwdin charge.
Geometry (Å):
C1 2.59108 -1.17902 -2.28243  -0.424
S1 2.57102 -1.47892 -0.48576  0.696
C2 3.61458 -2.95942 -0.49096  -0.441
H1 3.62904 -1.12619 -2.59950  0.033
H2 2.15447 -2.04703 -2.77263  0.026
H3 1.87525 -0.38479 -2.43624  0.022
H4 3.60259 -3.52157 0.44241  0.030
H5 4.64266 -2.61537 -0.60142  0.029
H6 3.24219 -3.65307 -1.23501  0.028
C3 -3.24478 0.85752 1.76856  -0.121
C4 -2.30866 1.35799 0.66369  -0.340
C5 -2.02972 2.83224 0.78641  -0.137
H7 -3.59950 -0.14333 1.57407  0.065
H8 -2.68265 0.90951 2.69926  0.068
H9 -4.00137 1.62119 1.95355  0.066
H10 -1.34768 0.87378 0.85115  0.091
H11 -2.57483 0.95465 -0.31408  0.098
H12 -1.37314 3.25661 0.02841  0.069
H13 -1.76229 3.10730 1.80365  0.073
H14 -2.99827 3.33792 0.64686  0.070